(1)
The following is a quantum chemistry calculation of a structure of composition C25H32LaN6O2S3 at a distorted geometry, from the OMol25 dataset.

```
! RIJCOSX wB97M-V def2-TZVPD def2/J DEFGRID3
* xyz -1 1
La 0.571 1.789 -1.084
C -3.381 2.544 0.580
C -1.930 2.192 0.765
O -1.427 1.372 -0.087
C -1.222 2.773 1.810
C 0.182 2.626 2.065
C 0.777 3.297 3.268
N 0.941 1.938 1.256
N 2.305 1.791 1.613
C 3.068 1.584 0.587
O 2.682 1.574 -0.672
C 4.520 1.332 0.863
C 5.392 1.210 -0.211
C 6.748 0.973 0.001
C 7.240 0.850 1.293
C 6.368 0.967 2.372
C 5.018 1.207 2.160
H -3.464 3.548 0.155
H -3.915 2.540 1.533
H -3.846 1.844 -0.114
H -1.775 3.438 2.459
H 0.022 3.874 3.798
H 1.594 3.951 2.963
H 1.212 2.553 3.938
H 4.991 1.300 -1.213
H 7.418 0.882 -0.846
H 8.295 0.663 1.461
H 6.744 0.872 3.384
H 4.328 1.305 2.989
S 0.087 4.472 -1.528
C -1.489 4.099 -2.218
C -2.523 5.080 -1.911
N -3.320 5.872 -1.653
C -1.813 3.033 -2.995
S -0.747 1.754 -3.542
C -3.190 2.880 -3.457
N -4.272 2.735 -3.824
C -3.262 -3.040 2.549
C -1.815 -3.427 2.857
C -0.845 -3.086 1.730
C -0.680 -1.583 1.545
N 0.256 -1.206 0.495
C 0.051 -1.354 -0.829
S 1.366 -1.127 -1.889
N -1.199 -1.622 -1.213
C -1.712 -1.617 -2.584
C -2.368 -2.948 -2.911
C -1.399 -4.125 -2.901
C -0.341 -4.041 -4.001
H -3.939 -3.359 3.343
H -3.597 -3.509 1.618
H -3.383 -1.959 2.438
H -1.761 -4.500 3.051
H -1.490 -2.933 3.780
H -1.196 -3.534 0.794
H 0.141 -3.514 1.930
H -0.303 -1.135 2.465
H -1.635 -1.090 1.355
H 1.217 -1.039 0.744
H -1.905 -1.502 -0.503
H -0.879 -1.398 -3.244
H -2.413 -0.792 -2.687
H -2.832 -2.858 -3.899
H -3.183 -3.130 -2.201
H -1.968 -5.052 -3.007
H -0.905 -4.175 -1.923
H -0.811 -3.933 -4.985
H 0.278 -4.942 -4.023
H 0.327 -3.187 -3.850
*
```

Results
Lowest unoccupied orbital energy in eV: 2.17
Gap between HOMO and LUMO in eV: 6.59
Energy above the lowest of the compared OMol25 structures with the same formula, charge and spin in eV: 0.855

(2)
The following is a quantum chemistry calculation of a structure of composition C23H34NO2P2SeYb at a distorted geometry, from the OMol25 dataset.

```
! RIJCOSX wB97M-V def2-TZVPD def2/J DEFGRID3
* xyz 0 2
C -0.786 3.761 -2.484
C -1.140 2.488 -1.953
N -0.333 1.904 -0.973
C 0.684 2.602 -0.432
C 1.021 3.881 -0.878
C 0.286 4.435 -1.932
C -2.278 1.815 -2.476
P -3.092 0.422 -1.675
Yb -0.558 -0.316 -0.171
P 2.576 0.703 0.574
C 1.362 1.989 0.818
C 0.517 -2.347 0.141
C -0.699 -2.837 0.589
C -0.930 -4.238 0.531
C 0.081 -5.087 0.078
C 1.315 -4.566 -0.311
C 1.528 -3.174 -0.291
O 0.434 0.285 -6.369
O -0.732 -1.232 -2.483
H -1.438 4.155 -3.290
H 1.868 4.360 -0.402
H 0.552 5.416 -2.301
C -4.709 1.049 -1.035
C -3.584 -0.620 -3.098
H 1.924 2.788 1.309
H 0.618 1.660 1.575
H -0.314 0.527 -6.929
H -2.740 2.325 -3.330
C 2.904 -0.297 1.999
C 4.019 1.254 -0.293
H -1.494 -2.177 0.973
H -1.883 -4.658 0.874
H -0.053 -6.170 0.147
H 2.115 -5.236 -0.630
H 2.478 -2.781 -0.629
H 1.627 -0.775 0.084
H -0.174 -1.975 -2.737
H -0.123 -0.497 -2.489
H 0.795 1.155 -6.112
H 1.853 -0.157 -0.565
H -5.477 1.076 -1.819
H -5.036 0.350 -0.250
H -4.608 2.048 -0.585
H -4.459 -0.174 -3.607
H -2.717 -0.693 -3.776
H -3.819 -1.600 -2.649
H 4.740 1.715 0.388
H 4.538 0.429 -0.794
H 3.788 1.984 -1.073
H 3.903 -0.095 2.403
H 2.154 -0.140 2.780
H 2.857 -1.363 1.728
Se -1.926 0.690 2.153
C -0.751 0.090 3.474
C -0.571 -1.283 3.773
C 0.317 -1.666 4.776
C 0.990 -0.702 5.542
C 0.768 0.663 5.294
C -0.104 1.058 4.284
H -1.150 -2.027 3.221
H 0.483 -2.724 4.966
H 1.639 -1.006 6.356
H 1.262 1.423 5.887
H -0.316 2.114 4.108
*
```

Results
Lowest unoccupied orbital energy (spin up / spin down) in eV: -0.16 / -0.31
Gap between HOMO and LUMO (spin up / spin down) in eV: 5.71 / 5.80
Energy above the lowest of the compared OMol25 structures with the same formula, charge and spin in eV: 1.680

(3)
The following is a quantum chemistry calculation of the ion C5H8N with charge +1 at a distorted geometry, from the OMol25 dataset.

```
! RIJCOSX wB97M-V def2-TZVPD def2/J DEFGRID3
* xyz 1 1
C 0.743 -0.074 -0.191
C 1.930 -0.002 0.065
C -0.615 -0.323 -0.219
C 3.306 -0.066 0.083
C -2.912 0.045 0.061
N -1.561 0.499 0.171
H -0.995 -1.257 -0.606
H 3.564 0.526 -0.772
H 3.691 0.366 1.069
H 3.597 -1.089 -0.177
H -3.352 0.316 -0.847
H -2.701 -0.957 0.287
H -3.459 0.503 0.820
H -1.237 1.514 0.256
*
```

Results
Lowest unoccupied orbital energy in eV: -5.32
Gap between HOMO and LUMO in eV: 9.46
Energy above the lowest of the compared OMol25 structures with the same formula, charge and spin in eV: 2.793
SMILES: CC#C/C=[NH+]/C

(4)
The following is a quantum chemistry calculation of an isolated molecule of C5H6O, from the OMol25 dataset.

```
! RIJCOSX wB97M-V def2-TZVPD def2/J DEFGRID3
* xyz 0 1
C -1.235 0.877 0.040
C -0.931 -0.550 0.404
O -0.528 -1.409 -0.650
C 0.438 -1.101 0.349
C 1.540 -0.252 -0.060
C 2.417 0.499 -0.400
H -0.361 1.353 -0.414
H -1.522 1.446 0.930
H -2.061 0.914 -0.675
H -1.617 -1.020 1.112
H 0.699 -1.935 1.001
H 3.182 1.175 -0.713
*
```

Results
Lowest unoccupied orbital energy in eV: 1.11
Gap between HOMO and LUMO in eV: 11.08
Energy above the lowest of the compared OMol25 structures with the same formula, charge and spin in eV: 2.668
SMILES: C#C[C@@H]1O[C@@H]1C